# 1
ORCA calculation (ωB97M-V/def2-TZVPD) on a molecular structure, C9H35B2BaO12P3 at a distorted geometry.

Last column: Löwdin charge in e.
Cartesian coordinates (Å):
Ba (-1.39, 0.43, -0.32)  1.919
P (0.14, 0.13, -4.14)  0.406
P (-1.43, 1.14, 3.75)  0.396
P (2.15, -1.70, 0.48)  0.403
O (1.02, -1.15, -3.80)  -0.245
O (-2.84, 1.15, 4.54)  -0.213
O (-1.47, 0.51, 2.41)  -0.369
O (0.82, -1.23, 0.04)  -0.337
O (2.50, -3.25, 0.28)  -0.191
O (1.26, 1.20, -4.52)  -0.182
O (-0.55, -0.27, -5.52)  -0.196
O (-0.76, 0.51, -3.04)  -0.326
O (3.35, -0.98, -0.24)  -0.192
O (-1.03, 2.66, 3.72)  -0.200
O (2.40, -1.51, 2.06)  -0.208
O (-0.35, 0.57, 4.76)  -0.204
C (-1.89, 3.68, 3.21)  -0.075
C (-1.57, 0.55, -6.08)  -0.097
C (2.34, -0.14, 2.51)  -0.058
C (3.18, -0.04, -1.32)  -0.052
C (1.78, -4.21, 1.02)  -0.114
C (0.42, -2.42, -3.51)  -0.045
C (2.44, 0.83, -5.20)  -0.105
C (-3.62, -0.04, 4.58)  -0.089
C (-0.34, 0.99, 6.11)  -0.097
B (0.15, 2.74, -0.26)  -0.541
B (-2.65, -1.79, -0.95)  -0.595
H (-0.30, -2.27, -2.71)  0.064
H (0.66, 0.80, 6.48)  0.095
H (1.46, 0.02, 3.13)  0.069
H (-0.61, 2.03, 6.28)  0.093
H (4.12, 0.48, -1.48)  0.097
H (1.62, -4.02, 2.09)  0.089
H (-0.05, -2.88, -4.37)  0.093
H (-2.01, 4.49, 3.93)  0.091
H (-4.56, 0.08, 4.04)  0.093
H (-2.82, -1.63, 0.16)  -0.086
H (-3.01, -0.86, -1.49)  -0.120
H (3.26, 1.51, -4.99)  0.092
H (-1.52, -1.83, -1.05)  -0.140
H (2.40, 0.67, -1.08)  0.065
H (2.35, -5.14, 1.04)  0.089
H (-3.11, -0.85, 4.05)  0.088
H (0.72, 3.74, -0.37)  -0.032
H (-1.00, 0.41, 6.76)  0.090
H (2.34, 0.55, 1.66)  0.084
H (1.23, -3.07, -3.15)  0.093
H (0.81, 1.81, -0.26)  -0.105
H (2.25, 0.89, -6.28)  0.091
H (-0.63, 2.55, -1.06)  -0.141
H (2.83, -0.18, -5.04)  0.084
H (-2.19, 0.99, -5.29)  0.088
H (-1.38, 4.13, 2.36)  0.084
H (2.87, -0.56, -2.23)  0.074
H (0.82, -4.47, 0.57)  0.094
H (-3.19, -2.75, -1.32)  -0.029
H (3.20, 0.04, 3.15)  0.094
H (-0.42, 2.74, 0.73)  -0.096
H (-3.83, -0.36, 5.60)  0.090
H (-2.88, 3.32, 2.95)  0.091
H (-1.19, 1.31, -6.76)  0.091
H (-2.29, -0.04, -6.63)  0.090

Values from the calculation:
DFT total energy ... -64390.2954 eV
HOMO level ... -9.1 eV
LUMO energy ... 0.38 eV

# 2
ORCA calculation (ωB97M-V/def2-TZVPD) on a molecular structure, C9H35BClN11NiO6 at a distorted geometry.

Last column: natural (NBO) charge in e.
Cartesian coordinates (Å):
Ni (10.13, 15.57, 3.68)  1.517
Cl (8.86, 14.68, 1.86)  -0.800
O (8.36, 16.12, 4.71)  -0.583
O (9.88, 13.94, 4.98)  -0.742
O (14.22, 10.41, 1.90)  -0.669
O (16.90, 17.24, 2.83)  -0.659
O (10.11, 17.62, 2.51)  -0.735
O (13.99, 12.71, 7.62)  -0.668
N (13.48, 13.28, 5.48)  -0.859
N (9.12, 11.91, 4.38)  -0.818
N (10.84, 17.05, 5.11)  -0.871
N (12.55, 11.96, 2.07)  -0.863
N (9.07, 12.59, 6.61)  -0.825
N (13.00, 14.72, 7.24)  -0.867
N (17.14, 16.51, 0.69)  -0.857
N (11.08, 19.16, 1.13)  -0.834
N (14.77, 12.60, 2.05)  -0.869
N (15.24, 15.97, 1.94)  -0.859
N (9.51, 17.58, 0.35)  -0.844
C (13.87, 11.57, 2.02)  0.771
C (9.97, 16.86, 6.30)  -0.093
C (8.56, 16.99, 5.81)  -0.068
C (7.02, 15.99, 4.34)  -0.257
C (13.53, 13.51, 6.82)  0.772
C (9.40, 12.86, 5.31)  0.814
C (10.20, 18.11, 1.40)  0.809
C (10.29, 17.90, 7.39)  -0.622
C (16.43, 16.67, 1.87)  0.773
B (12.23, 15.10, 3.00)  -0.827
H (14.54, 16.26, 2.60)  0.422
H (11.36, 19.60, 1.98)  0.399
H (18.00, 17.02, 0.71)  0.408
H (11.69, 15.99, 2.45)  0.015
H (11.91, 11.21, 2.28)  0.390
H (9.58, 18.02, -0.54)  0.388
H (9.70, 18.81, 7.21)  0.206
H (10.91, 19.71, 0.30)  0.388
H (8.85, 10.98, 4.63)  0.397
H (11.33, 18.22, 7.38)  0.220
H (6.48, 15.25, 4.95)  0.174
H (13.10, 14.68, 2.31)  -0.013
H (12.36, 12.88, 2.45)  0.414
H (8.95, 11.65, 6.95)  0.396
H (7.84, 16.74, 6.62)  0.190
H (12.99, 15.46, 6.56)  0.373
H (6.92, 15.62, 3.33)  0.244
H (10.72, 17.99, 4.73)  0.395
H (15.74, 12.40, 1.97)  0.404
H (14.49, 13.55, 2.29)  0.405
H (9.41, 12.14, 3.45)  0.432
H (8.21, 18.00, 5.53)  0.184
H (9.30, 13.25, 7.33)  0.407
H (6.51, 16.95, 4.51)  0.170
H (10.19, 15.88, 6.70)  0.226
H (13.20, 14.02, 4.85)  0.421
H (13.91, 12.43, 5.15)  0.415
H (9.12, 16.67, 0.55)  0.451
H (12.64, 15.53, 4.05)  -0.067
H (13.26, 14.92, 8.19)  0.402
H (11.40, 14.28, 3.18)  -0.013
H (16.69, 16.21, -0.15)  0.389
H (9.99, 17.51, 8.36)  0.221
H (14.92, 15.43, 1.15)  0.387
H (11.82, 16.97, 5.35)  0.390

Values from the calculation:
DFT total energy ... -92824.4789 eV
Multiplicity ... 3
HOMO level (spin up / spin down) ... -9.2 / -9.2 eV
LUMO energy (spin up / spin down) ... 0.14 / 0.10 eV

# 3
ORCA calculation (ωB97M-V/def2-TZVPD) on a molecular structure, C9H36BeN18O13S at a distorted geometry.

Last column: Löwdin charge in e.
Cartesian coordinates (Å):
S (-10.24, 26.57, 8.22)  0.336
O (-10.60, 27.93, 8.61)  -0.345
O (-6.52, 28.76, 11.31)  0.036
O (-9.23, 32.16, 9.60)  0.062
O (-9.27, 25.85, 9.12)  -0.397
O (-9.78, 26.48, 6.85)  -0.376
O (-12.17, 26.12, 11.17)  -0.019
O (-14.61, 25.62, 9.25)  -0.004
O (-11.53, 25.92, 8.28)  -0.382
O (-11.76, 23.63, 3.73)  0.053
O (-8.62, 21.13, 8.36)  0.048
O (-5.29, 25.20, 6.01)  0.010
O (-13.52, 27.92, 6.84)  -0.001
O (-8.81, 28.78, 3.54)  0.027
N (-9.56, 31.27, 7.62)  0.171
N (-8.63, 28.65, 5.76)  0.191
N (-13.33, 23.98, 8.52)  0.171
N (-8.13, 28.76, 9.86)  0.185
N (-13.47, 29.10, 4.95)  0.180
N (-12.18, 24.50, 12.64)  0.183
N (-6.69, 26.13, 7.51)  0.153
N (-8.57, 23.30, 8.59)  0.187
N (-7.76, 26.95, 11.07)  0.171
N (-7.58, 25.29, 5.97)  0.171
N (-7.29, 29.86, 4.62)  0.169
N (-11.60, 28.42, 5.75)  0.226
N (-8.30, 33.00, 7.75)  0.160
N (-15.36, 23.46, 8.91)  0.185
N (-10.22, 24.56, 4.85)  0.177
N (-10.50, 22.35, 8.38)  0.161
N (-12.27, 24.83, 5.54)  0.198
N (-10.66, 24.42, 11.10)  0.213
C (-9.01, 32.12, 8.42)  -0.814
C (-11.75, 25.01, 11.52)  -0.698
C (-11.46, 24.31, 4.66)  -0.834
C (-14.50, 24.42, 8.95)  -0.708
C (-6.44, 25.48, 6.41)  -0.777
C (-9.17, 22.20, 8.35)  -0.785
C (-7.48, 28.21, 10.84)  -0.789
C (-12.86, 28.38, 5.89)  -0.725
C (-8.30, 29.06, 4.62)  -0.818
Be (-12.90, 27.73, 9.46)  1.227
H (-7.48, 25.90, 8.10)  0.059
H (-15.17, 22.64, 8.36)  0.129
H (-9.98, 24.93, 10.56)  0.072
H (-8.33, 33.13, 6.75)  0.110
H (-10.13, 30.46, 7.82)  0.095
H (-7.57, 23.35, 8.76)  0.134
H (-11.72, 23.62, 12.86)  0.121
H (-8.96, 28.30, 9.51)  0.033
H (-8.33, 25.90, 6.27)  0.040
H (-6.91, 30.31, 3.79)  0.123
H (-10.02, 25.25, 5.57)  0.047
H (-10.86, 23.27, 8.57)  0.055
H (-14.43, 29.02, 5.28)  0.115
H (-8.41, 26.53, 10.42)  0.029
H (-8.19, 29.76, 9.76)  0.096
H (-8.02, 28.91, 6.52)  0.121
H (-11.12, 21.60, 8.10)  0.108
H (-16.22, 23.56, 9.43)  0.128
H (-7.70, 33.52, 8.38)  0.121
H (-7.12, 26.39, 11.61)  0.120
H (-11.96, 25.30, 6.38)  0.052
H (-9.45, 31.45, 6.63)  0.101
H (-11.00, 28.23, 6.53)  0.054
H (-12.63, 24.70, 8.66)  0.027
H (-13.00, 23.04, 8.33)  0.106
H (-7.66, 24.75, 5.12)  0.128
H (-13.17, 28.91, 4.01)  0.128
H (-10.42, 23.52, 11.49)  0.131
H (-9.15, 27.78, 5.81)  0.064
H (-5.86, 26.44, 8.00)  0.121
H (-13.27, 24.72, 5.47)  0.118
H (-9.62, 23.76, 4.69)  0.126
H (-11.08, 28.62, 4.91)  0.124
H (-8.96, 24.23, 8.57)  0.037
H (-6.64, 29.90, 5.39)  0.113
H (-12.71, 25.15, 13.21)  0.134

Values from the calculation:
DFT total energy ... -74594.2533 eV
Energy above the lowest of the compared OMol25 structures with the same formula, charge and spin ... 790.8 kJ/mol
HOMO level ... -9.0 eV
LUMO energy ... -5.15 eV

# 4
ORCA calculation (ωB97M-V/def2-TZVPD) on 9 unconnected molecules or ions with the total composition C9H36N8O9 at a distorted geometry.

Last column: natural (NBO) charge in e.
Cartesian coordinates (Å):
O (0.24, 1.52, 4.27)  -0.760
O (4.14, -0.06, 6.24)  -0.726
O (-5.15, -2.80, 6.69)  -0.748
O (-1.72, -3.18, 6.14)  -0.753
O (-3.85, -4.16, 4.25)  -0.784
O (-0.79, -3.23, 9.39)  -0.766
O (2.10, -3.40, 9.39)  -0.754
O (-2.08, 0.16, 5.57)  -0.709
O (-0.26, 1.53, 8.58)  -0.725
N (0.38, -0.18, 9.78)  -0.831
N (-2.08, -4.77, 8.42)  -0.839
N (-0.65, -0.55, 8.01)  -0.836
N (-4.64, -6.17, 3.68)  -1.039
N (-3.34, 0.50, 3.74)  -0.826
N (-1.82, -4.84, 10.59)  -0.815
N (-2.69, -5.51, 2.95)  -0.891
N (-3.94, 1.48, 5.52)  -0.819
C (-1.50, -4.23, 9.50)  0.767
C (3.20, -0.54, 7.17)  -0.252
C (-0.09, 0.35, 8.70)  0.735
C (-0.48, -2.87, 5.60)  -0.256
C (-3.04, 0.68, 5.00)  0.781
C (2.68, -4.17, 8.33)  -0.262
C (-3.77, -5.24, 3.68)  0.492
C (1.20, 1.42, 5.29)  -0.256
C (-6.57, -3.02, 6.54)  -0.278
H (-4.12, 0.82, 3.19)  0.394
H (-7.02, -2.04, 6.71)  0.157
H (0.91, 2.11, 6.08)  0.187
H (-6.82, -3.38, 5.54)  0.175
H (0.31, -1.18, 9.90)  0.404
H (-1.83, -5.03, 3.16)  0.391
H (2.79, -1.49, 6.81)  0.177
H (4.58, 0.67, 6.68)  0.457
H (-0.22, -3.43, 4.70)  0.150
H (-4.73, 1.80, 4.98)  0.378
H (0.65, 0.46, 10.52)  0.388
H (0.38, -3.11, 6.22)  0.172
H (-2.71, -0.15, 3.30)  0.401
H (-0.40, -1.81, 5.33)  0.175
H (2.41, 0.20, 7.33)  0.180
H (-1.47, -4.47, 11.47)  0.402
H (-4.74, -3.35, 6.03)  0.495
H (-1.79, -4.32, 7.57)  0.443
H (1.03, 0.40, 5.61)  0.169
H (3.20, -3.40, 7.76)  0.166
H (-5.53, -6.01, 4.13)  0.377
H (-0.58, -1.54, 8.18)  0.412
H (1.94, -4.53, 7.60)  0.172
H (-3.76, 1.97, 6.39)  0.408
H (-2.31, -5.72, 10.57)  0.390
H (-1.16, -0.27, 7.18)  0.429
H (3.66, -0.80, 8.12)  0.163
H (-6.98, -3.62, 7.35)  0.154
H (3.43, -4.92, 8.58)  0.165
H (-4.57, -6.97, 3.06)  0.270
H (-2.72, -6.48, 2.68)  0.316
H (-0.41, 0.83, 4.39)  0.479
H (1.15, -3.51, 9.37)  0.498
H (-2.41, -3.00, 5.49)  0.515
H (-2.53, -5.67, 8.49)  0.367
H (2.18, 1.58, 4.83)  0.172

Values from the calculation:
DFT total energy ... -40265.1286 eV
Total charge ... -1
Multiplicity ... 2
HOMO level (spin up / spin down) ... 0.3 / -6.6 eV
LUMO energy (spin up / spin down) ... 2.60 / 2.50 eV

# 5
ORCA calculation (ωB97M-V/def2-TZVPD) on 9 unconnected molecules or ions with the total composition C9H36O9 at a distorted geometry.

Last column: natural (NBO) charge in e.
Cartesian coordinates (Å):
O (3.53, -0.50, 0.06)  -0.743
O (-3.54, -3.98, -1.58)  -0.730
O (-4.43, -1.16, 3.15)  -0.727
O (0.88, -0.31, 1.03)  -0.752
O (2.93, 3.76, 2.71)  -0.729
O (-1.86, 1.78, 4.34)  -0.721
O (0.94, -2.51, -2.95)  -0.729
O (-2.17, 0.76, -2.90)  -0.729
O (3.17, 3.11, -2.45)  -0.715
C (-0.03, -0.47, -0.04)  -0.250
C (-2.86, -2.75, -1.30)  -0.247
C (-2.82, 1.45, -1.84)  -0.250
C (-1.18, 1.06, 3.32)  -0.252
C (2.16, -1.92, -2.55)  -0.254
C (-4.02, -1.48, 1.83)  -0.253
C (2.19, 2.91, 1.85)  -0.247
C (4.52, -0.81, 1.05)  -0.258
C (2.40, 1.96, -2.13)  -0.261
H (-2.85, 0.38, -3.46)  0.467
H (-2.12, -2.95, -0.53)  0.167
H (0.33, -1.84, -3.27)  0.471
H (-0.22, -1.52, -0.28)  0.166
H (1.34, 2.20, -2.04)  0.164
H (-3.60, 0.83, -1.39)  0.163
H (-2.09, 1.69, -1.07)  0.184
H (4.76, -1.88, 1.12)  0.169
H (-2.92, -4.58, -2.02)  0.466
H (-1.08, 1.64, 2.40)  0.154
H (2.36, 4.44, 3.08)  0.465
H (1.93, -1.03, -1.97)  0.169
H (-3.26, 2.40, -2.16)  0.167
H (-0.17, 0.86, 3.67)  0.187
H (2.80, 2.11, 1.45)  0.181
H (1.34, 2.54, 2.42)  0.171
H (0.29, 0.16, -0.88)  0.161
H (2.83, -1.75, -3.39)  0.164
H (2.80, 1.54, -1.21)  0.195
H (-4.61, -1.98, 3.62)  0.469
H (3.99, -0.70, -0.76)  0.477
H (2.93, 3.37, -3.34)  0.462
H (5.47, -0.33, 0.79)  0.174
H (-3.45, -2.42, 1.82)  0.169
H (-3.33, -0.71, 1.50)  0.176
H (1.84, 3.41, 0.94)  0.157
H (-3.61, -2.01, -1.05)  0.178
H (-1.62, 0.10, 3.06)  0.166
H (-2.80, 1.70, 4.12)  0.465
H (4.18, -0.47, 2.02)  0.198
H (2.66, -2.57, -1.84)  0.177
H (-4.85, -1.63, 1.14)  0.167
H (1.78, -0.52, 0.71)  0.493
H (2.45, 1.16, -2.89)  0.153
H (-1.02, -0.13, 0.28)  0.168
H (-2.30, -2.43, -2.18)  0.164

Values from the calculation:
DFT total energy ... -28339.7938 eV
SMILES string ... CO.CO.CO.CO.CO.CO.CO.CO.CO
Energy above the lowest of the compared OMol25 structures with the same formula, charge and spin ... 531.9 kJ/mol
HOMO level ... -9.9 eV
LUMO energy ... 0.36 eV

# 6
ORCA calculation (ωB97M-V/def2-TZVPD) on 9 unconnected molecules or ions with the total composition C9H36O9 at a distorted geometry.

Last column: natural (NBO) charge in e.
Cartesian coordinates (Å):
O (1.09, -3.98, 4.31)  -0.719
O (0.51, 0.29, 1.00)  -0.728
O (6.48, -4.90, -3.69)  -0.710
O (-0.76, 4.19, -4.63)  -0.943
O (-0.36, 4.83, 3.06)  -0.736
O (2.91, 2.00, -4.95)  -0.939
O (-4.26, -2.53, -2.08)  -0.941
O (-1.13, -5.23, -3.18)  -0.940
O (-5.02, 3.36, -2.15)  -0.722
C (0.10, 5.05, 4.40)  -0.067
C (6.45, -3.61, -1.73)  -0.621
C (-0.43, -5.39, 5.58)  -0.627
C (0.06, -0.23, -0.24)  -0.248
C (-0.24, -4.44, 4.44)  -0.058
C (-6.28, 3.62, -1.64)  -0.053
C (1.41, 5.80, 4.13)  -0.635
C (7.15, -4.68, -2.55)  -0.051
C (-6.67, 5.13, -1.90)  -0.626
H (0.24, -6.25, 5.51)  0.214
H (-0.56, 5.12, -4.67)  0.469
H (-6.36, 3.51, -0.56)  0.147
H (0.34, -1.27, -0.37)  0.179
H (6.39, -2.70, -2.33)  0.213
H (5.50, -3.98, -1.35)  0.209
H (8.21, -4.47, -2.66)  0.147
H (2.13, 5.28, 3.49)  0.218
H (-4.27, -2.56, -1.12)  0.465
H (-0.86, -3.54, 4.55)  0.155
H (-0.38, -4.75, -3.54)  0.471
H (-0.58, 5.64, 2.60)  0.471
H (7.00, -5.53, -4.19)  0.466
H (-3.70, -3.25, -2.34)  0.476
H (7.11, -3.45, -0.87)  0.208
H (-4.89, 2.41, -2.07)  0.469
H (-0.19, -4.99, 6.57)  0.208
H (1.03, -3.20, 3.75)  0.468
H (1.33, 6.82, 3.75)  0.199
H (2.62, 1.09, -4.83)  0.465
H (-1.02, -0.22, -0.11)  0.162
H (-6.93, 2.88, -2.10)  0.157
H (2.01, 5.82, 5.04)  0.200
H (-1.49, -5.63, 5.59)  0.210
H (0.38, 0.37, -1.09)  0.168
H (7.04, -5.64, -2.03)  0.140
H (-0.57, 5.60, 5.06)  0.165
H (0.10, 1.15, 1.11)  0.467
H (-5.92, 5.80, -1.46)  0.212
H (2.10, 2.49, -5.08)  0.474
H (-6.81, 5.36, -2.95)  0.209
H (-7.59, 5.36, -1.36)  0.208
H (-0.74, -5.86, -2.57)  0.470
H (-1.51, 4.12, -4.04)  0.474
H (-0.58, -4.97, 3.54)  0.148
H (0.41, 4.17, 4.97)  0.185

Values from the calculation:
DFT total energy ... -28341.2042 eV
SMILES string ... CCO.CCO.CCO.CCO.CO.O.O.O.O
Energy above the lowest of the compared OMol25 structures with the same formula, charge and spin ... 395.8 kJ/mol
HOMO level ... -10.0 eV
LUMO energy ... 0.18 eV